Below is C33H32N3O3PPbS as an isolated structure, with properties calculated with ωB97M-V with the def2-TZVPD basis set.

Positions of all 74 atoms, in Å:
H: 4.02183 4.46315 -0.80857
C: 3.69383 -1.45233 -0.20278
H: 2.41169 2.51970 -0.74222
H: 4.70757 -4.61540 -0.31172
C: -5.27623 0.60529 4.76161
H: -1.03870 3.54579 -2.15075
H: -3.38663 4.56441 1.34899
C: 4.90403 -3.37218 1.47560
H: 3.72214 -3.04788 -1.72013
C: -4.98205 1.20786 3.54776
C: 0.61451 -1.05246 -2.44602
C: 3.42325 2.37006 -1.10164
H: -1.53518 2.74676 1.27468
H: -3.95567 -5.78470 0.51727
H: 6.38892 3.99799 -1.54144
C: 4.03009 -1.18134 1.11704
C: 4.58322 -3.61964 0.09766
C: 3.86441 1.08998 -1.50851
C: 5.22343 0.79745 -1.82350
O: -0.98910 -0.22520 -0.72205
H: 3.68671 -1.18391 -4.01112
H: -2.79810 -5.13293 -0.68340
H: -0.27886 -2.19242 -5.41640
N: -2.90002 -4.09754 1.14990
C: 5.64430 3.20656 -1.53289
C: -3.02548 -0.35872 4.67398
C: -4.24766 -0.14561 5.30678
C: 0.15657 -0.44528 -1.16500
H: -1.95075 5.79362 -3.20980
H: 5.44058 -4.08783 2.09144
H: 5.65047 -0.21305 -1.98329
C: -2.80269 -4.11442 2.60657
C: -2.24435 3.85605 -0.37135
N: -1.75166 2.69132 0.30162
P: 2.76671 -0.32388 -1.15936
H: -1.29149 -1.65647 -3.25359
C: -3.17946 -2.94331 0.56369
C: 2.04408 -0.97700 -2.58808
C: 6.00788 1.91929 -1.98508
S: -1.36983 0.09696 2.49393
H: -2.70033 -3.08724 2.92665
O: -3.51294 -1.91284 1.20166
H: 3.78289 -0.21662 1.53376
Pb: -3.20996 0.33706 0.60311
N: -3.75602 1.14770 2.98770
H: -3.43072 7.12360 -2.04683
C: -3.05325 4.76080 0.34820
H: -6.24655 0.70955 5.18472
H: -5.77476 1.80370 3.11032
O: 1.30799 -0.05411 -0.37519
C: -2.19947 5.39781 -2.26764
H: -2.40204 -1.17813 4.99444
H: -4.43713 -0.54262 6.29660
C: -3.47121 5.96058 -0.26520
H: 2.14826 -1.83341 -5.88830
H: -2.20002 -6.01232 0.79258
H: -1.98745 -4.78073 2.88963
C: 4.00676 -2.72878 -0.72484
C: -1.75235 4.22965 -1.66636
H: 6.97606 1.75747 -2.39175
C: -0.20721 -1.57677 -3.39870
C: -3.10030 6.24554 -1.57465
C: -2.81961 0.28166 3.44776
H: -3.05267 -2.94842 -0.57803
C: 4.70696 -2.10652 1.93995
C: 0.35724 -1.84291 -4.64507
C: 1.75446 -1.67025 -4.85208
C: -2.98022 -5.32520 0.37923
H: -4.14800 6.57432 0.31807
H: -3.73535 -4.55114 2.99381
C: 2.61906 -1.27348 -3.83729
C: 4.34754 3.46738 -1.08374
H: -0.89020 2.38618 -0.15454
H: 5.07821 -1.79028 2.91216

Forces on atoms 1 to 3 (eV/Å):
H 0.1 -0.2 0.2
C 0.0 -1.2 0.3
H 0.0 0.0 -0.2

Its net charge is +2. Its LUMO energy is -6.33 eV. For the frontier orbital gap, the calculation gives 6.04 eV. The value obtained for the strongest force on any atom is 4.955 eV Å⁻¹. For the total energy, the calculation gives -2598.6296 a.u. Its spin multiplicity is 1.